Molecular formula: C10H17N3O
Method: DFT, ωB97M-V/def2-TZVPD

* HOMO energy: -17.54 eV
* orbital gap: 10.7758 eV
* energy above the lowest of the compared OMol25 structures with the same formula, charge and spin: 0.0 kcal/mol
* max |F|: 4.3 eV Å⁻¹

ORCA input file:
```
! RIJCOSX wB97M-V def2-TZVPD def2/J DEFGRID3
* xyz 2 1
C 2.9791 0.3073 -1.5435
N 2.3585 0.4657 -0.3641
C 1.0030 -0.0248 -0.4214
O 1.1823 -0.8369 -1.7895
N 2.3562 -0.4375 -2.3568
C 0.5503 -1.0556 0.5825
C -0.7734 -1.7861 0.1509
C -1.8750 -0.6337 -0.1151
C -1.3043 0.1606 -1.3022
C -0.1449 0.9886 -0.7452
C -0.5016 1.7584 0.5270
N -0.8002 0.7770 1.5755
C -2.0227 0.1157 1.1649
C 0.1585 -0.2572 1.8664
H 3.8909 0.7226 -1.7650
H 2.6255 0.7117 0.5198
H 2.6087 -0.8802 -3.2292
H 1.4311 -1.7119 0.7430
H -0.9947 -2.5430 0.9301
H -0.5943 -2.3837 -0.7676
H -2.8804 -1.2224 -0.2227
H -0.8189 -0.5644 -2.0557
H -2.0862 0.8303 -1.6845
H 0.2337 1.7884 -1.4544
H 0.1890 2.6201 0.7607
H -1.4613 2.3218 0.3743
H -1.0756 1.1541 2.4683
H -2.7576 0.9588 1.0808
H -2.3993 -0.5253 2.0165
H -0.1310 -0.9727 2.6929
H 1.0545 0.1545 2.3635
*
```

Molecular formula: H2IO2PS
Method: DFT, ωB97M-V/def2-TZVPD

* HOMO energy: -9.91 eV
* orbital gap: 8.2842 eV
* energy above the lowest of the compared OMol25 structures with the same formula, charge and spin: 51.6 kcal/mol
* max |F|: 4.3 eV Å⁻¹

ORCA input file:
```
! RIJCOSX wB97M-V def2-TZVPD def2/J DEFGRID3
* xyz 0 1
O -0.9939 0.7367 -0.9807
O -0.2138 -1.4781 0.3763
P 0.6839 -0.1950 0.0582
S 2.1162 -0.3995 -1.3023
I 0.7006 1.0287 2.1664
H -1.2753 1.4017 -0.2816
H -1.0177 -1.0945 -0.0363
*
```

Molecular formula: C16H37FN4O6PSi2
Method: DFT, ωB97M-V/def2-TZVPD

* HOMO energy (alpha / beta): -8.37 / -8.57 eV
* orbital gap (alpha / beta): 8.7493 / 8.9343 eV
* max |F|: 1.7 eV Å⁻¹

ORCA input file:
```
! RIJCOSX wB97M-V def2-TZVPD def2/J DEFGRID3
* xyz 0 2
C -2.6717 1.9373 -2.4585
C -1.2296 2.2960 -2.8837
C -0.2708 1.2199 -2.4097
O 1.0858 1.6724 -2.2715
Si 1.5381 2.3890 -0.8859
F 0.2092 2.7954 -0.1074
C 2.5767 3.8663 -1.3057
C 1.8172 5.1766 -1.5138
C 1.1564 5.7022 -0.2313
O 2.7426 6.1679 -1.9943
O 2.3774 1.2883 0.0185
Si 2.8732 1.4864 1.5581
N 4.2657 2.5161 1.6261
N 1.6214 2.1721 2.5928
C 1.8663 3.2021 3.1950
O 2.0368 4.2115 3.7367
P 3.3919 -0.5399 2.4039
N 4.0322 0.0167 3.9256
O 1.9040 -1.2050 2.7307
H -2.7070 0.8902 -2.1465
H -3.3797 2.0251 -3.2783
H -2.9925 2.5198 -1.5988
H -0.9805 3.2402 -2.4001
H -1.1997 2.4107 -3.9641
H -0.2498 0.4302 -3.1612
H -0.6134 0.7380 -1.4941
H 3.3940 4.0155 -0.5942
H 3.0322 3.5846 -2.2596
H 1.1068 5.0514 -2.3294
H 0.1652 6.0959 -0.4438
H 1.0642 4.9433 0.5425
H 1.7773 6.5013 0.1665
H 3.5506 6.0633 -1.4804
H 4.9238 2.2743 0.8896
H 4.7886 2.3789 2.4879
H 3.7188 -0.5803 4.6861
H 3.6769 0.9390 4.1701
H 1.3378 -0.5993 3.2317
C -1.2897 -3.0102 2.1376
C -1.7940 -2.3325 0.8441
C -3.2908 -2.5908 0.6554
C -3.6178 -4.0202 0.2269
C -2.8079 -4.4181 -1.0062
C -1.3030 -4.2063 -0.8336
N -1.0273 -2.8172 -0.3482
O -1.1019 -1.9723 -1.3164
C -0.7306 -5.2574 0.1303
C -0.5908 -4.4233 -2.1629
C -1.5543 -0.8367 1.0202
H -1.3403 -2.3085 2.9694
H -1.8808 -3.8792 2.4230
H -0.2491 -3.3178 2.0426
H -3.6770 -1.9018 -0.1028
H -3.8049 -2.3491 1.5887
H -3.4344 -4.7197 1.0468
H -4.6829 -4.0929 0.0000
H -2.9877 -5.4671 -1.2522
H -3.1559 -3.8313 -1.8621
H 0.3148 -5.0444 0.3563
H -0.7796 -6.2382 -0.3426
H -1.2736 -5.3346 1.0681
H -0.9978 -3.7948 -2.9513
H -0.7145 -5.4642 -2.4630
H 0.4759 -4.2149 -2.0730
H -0.4880 -0.6217 1.1191
H -2.0606 -0.5058 1.9274
H -1.9485 -0.2561 0.1890
*
```

Molecular formula: C40H33Br2I2N5OP2Se2Ta
Method: DFT, ωB97M-V/def2-TZVPD

* HOMO energy: -15.09 eV
* orbital gap: 5.7151 eV
* energy above the lowest of the compared OMol25 structures with the same formula, charge and spin: 0.0 kcal/mol
* max |F|: 1.2 eV Å⁻¹

ORCA input file:
```
! RIJCOSX wB97M-V def2-TZVPD def2/J DEFGRID3
* xyz 3 1
Ta 0.8216 -2.1491 0.6190
I -5.0351 -5.9385 -2.6847
C -3.6483 -4.6498 -1.8560
C -4.0794 -3.5156 -1.1654
C -3.1471 -2.6593 -0.5986
I -3.7136 -0.8665 0.3180
C -1.8030 -2.9666 -0.7120
O -0.8551 -2.1599 -0.1143
C -1.3487 -4.0488 -1.4532
C 0.1198 -4.1884 -1.7599
N 1.0035 -4.1437 -0.5341
C 0.7954 -5.3618 0.3121
C 0.4894 -5.0321 1.7431
C 0.2277 -6.0187 2.6790
C -0.0882 -5.6521 3.9747
C -0.1536 -4.3042 4.3162
C 0.1230 -3.3680 3.3502
N 0.4547 -3.7317 2.0859
C -2.2862 -4.9039 -2.0169
H -5.1346 -3.2970 -1.0787
H 0.4454 -3.3701 -2.4038
H 0.3073 -5.1265 -2.2828
H 1.9567 -4.1855 -0.8874
H 1.6769 -6.0035 0.2584
H -0.0391 -5.9328 -0.0975
H 0.2636 -7.0608 2.3900
H -0.2935 -6.4129 4.7167
H -0.4173 -3.9864 5.3146
H 0.0738 -2.3054 3.5530
H -1.9584 -5.7508 -2.6059
Br 2.8774 -1.2402 2.7217
C 4.4043 -2.3084 2.1969
Br 3.8208 -3.8302 1.1847
H 4.8911 -2.6588 3.0986
H 5.0423 -1.6932 1.5750
Se 0.7514 3.8039 -1.0858
P -0.5886 3.4895 0.5494
C -0.4921 4.5980 1.9349
C 0.4510 4.3927 2.9418
C 0.5622 5.3113 3.9706
C -0.2558 6.4348 3.9861
C -1.1883 6.6435 2.9788
C -1.3122 5.7265 1.9490
C -2.3128 3.2404 0.1131
C -2.7127 3.1996 -1.2193
C -4.0452 2.9609 -1.5258
C -4.9675 2.7637 -0.5105
C -4.5682 2.8025 0.8235
C -3.2423 3.0427 1.1394
C -0.0754 1.8377 1.0804
C 0.7028 1.0174 0.2896
N 0.6436 -0.1693 0.9030
N -0.1257 -0.1158 1.9918
N -0.5514 1.1070 2.1298
P 1.5799 1.0203 -1.2762
Se 2.2473 -1.2720 -1.2131
C 0.4921 0.9751 -2.6787
C -0.7562 0.3726 -2.4996
C -1.6341 0.3124 -3.5692
C -1.2602 0.8296 -4.8037
C -0.0156 1.4187 -4.9743
C 0.8728 1.4991 -3.9131
C 3.2049 1.7381 -1.3473
C 4.0037 1.3453 -2.4295
C 5.2917 1.8415 -2.5406
C 5.7861 2.6945 -1.5619
C 5.0018 3.0539 -0.4747
C 3.7034 2.5874 -0.3636
H 1.0913 3.5177 2.9308
H 1.2833 5.1555 4.7612
H -0.1651 7.1520 4.7908
H -1.8202 7.5206 2.9963
H -2.0423 5.8881 1.1650
H -1.9881 3.3685 -2.0063
H -4.3647 2.9509 -2.5594
H -6.0089 2.5967 -0.7533
H -5.2973 2.6701 1.6123
H -2.9325 3.0913 2.1773
H -1.0637 -0.0114 -1.5316
H -2.6136 -0.1281 -3.4357
H -1.9475 0.7805 -5.6378
H 0.2623 1.8301 -5.9352
H 1.8265 1.9943 -4.0430
H 3.6278 0.6635 -3.1852
H 5.9073 1.5630 -3.3846
H 6.7912 3.0852 -1.6498
H 5.3950 3.7227 0.2790
H 3.0754 2.9062 0.4579
*
```

Molecular formula: C4H10NO
Method: DFT, ωB97M-V/def2-TZVPD

* HOMO energy: -2.14 eV
* orbital gap: 6.1250 eV
* energy above the lowest of the compared OMol25 structures with the same formula, charge and spin: 23.3 kcal/mol
* max |F|: 2.2 eV Å⁻¹

ORCA input file:
```
! RIJCOSX wB97M-V def2-TZVPD def2/J DEFGRID3
* xyz -1 1
C 1.9716 0.8265 -1.2703
C 0.8097 -0.1153 -0.9002
N -0.1167 0.5803 0.0282
C -1.3371 -0.2636 0.2620
C -1.5233 -0.6020 1.7376
O -1.2112 0.4281 2.5769
H 2.4421 0.3520 -2.1459
H 1.5579 1.6930 -1.7873
H 2.6343 1.0167 -0.4325
H 1.1729 -1.0953 -0.5993
H 0.2253 -0.2083 -1.8228
H 0.2784 0.5166 0.9772
H -2.1989 0.3521 -0.0677
H -1.3364 -1.0841 -0.4744
H -0.8047 -1.4217 2.0571
H -2.5639 -0.9751 1.8614
*
```

Molecular formula: C19H28N2O4
Method: DFT, ωB97M-V/def2-TZVPD

* HOMO energy: -7.81 eV
* orbital gap: 8.4274 eV
* energy above the lowest of the compared OMol25 structures with the same formula, charge and spin: 22.0 kcal/mol
* max |F|: 0.7 eV Å⁻¹

ORCA input file:
```
! RIJCOSX wB97M-V def2-TZVPD def2/J DEFGRID3
* xyz 0 1
C 1.6037 -5.2454 0.0406
O 0.6801 -4.7590 0.9821
C 1.1366 -3.9011 1.9503
C 2.4687 -3.6206 2.1974
C 2.8206 -2.7315 3.2035
C 1.8433 -2.1265 3.9680
C 0.5072 -2.3988 3.7251
C 0.1325 -3.2726 2.7142
N -1.2074 -3.5915 2.4690
C -2.1427 -2.5162 2.2569
C -2.0019 -1.8471 0.8688
C -0.6046 -1.3116 0.6632
O 0.1765 -1.7115 -0.1569
O -0.3413 -0.3045 1.5149
C 0.9775 0.2233 1.4813
C 1.2205 1.2311 0.3506
O 2.3419 1.5695 0.0453
N 0.1003 1.7027 -0.2198
C 0.0976 2.6148 -1.3491
C -0.5932 1.9462 -2.5422
C -0.2879 2.6540 -3.8628
C -1.2580 3.7825 -4.2244
C -1.7228 4.6532 -3.0536
C -0.6376 4.9826 -2.0269
C -0.5342 3.9389 -0.9159
H 2.3472 -5.9003 0.5067
H 1.0187 -5.8208 -0.6757
H 2.1072 -4.4244 -0.4782
H 3.2452 -4.0783 1.6054
H 3.8634 -2.5169 3.3801
H 2.1153 -1.4398 4.7553
H -0.2543 -1.9267 4.3269
H -1.2652 -4.2897 1.7353
H -1.9992 -1.7615 3.0311
H -3.1548 -2.9211 2.3471
H -2.7161 -1.0260 0.7990
H -2.2028 -2.5741 0.0806
H 1.1314 0.7189 2.4420
H 1.7054 -0.5867 1.3737
H -0.7937 1.3832 0.1204
H 1.1533 2.7766 -1.5916
H -1.6712 1.8976 -2.3770
H -0.2192 0.9208 -2.5962
H 0.7304 3.0430 -3.8170
H -0.3108 1.9235 -4.6740
H -0.7714 4.4157 -4.9696
H -2.1459 3.3558 -4.6972
H -2.1175 5.5827 -3.4701
H -2.5517 4.1641 -2.5376
H -0.8817 5.9386 -1.5582
H 0.3270 5.0986 -2.5212
H 0.0706 4.3428 -0.1006
H -1.5349 3.7435 -0.5187
*
```

Molecular formula: C5H13B
Method: DFT, ωB97M-V/def2-TZVPD

* HOMO energy: -8.64 eV
* orbital gap: 9.2260 eV
* energy above the lowest of the compared OMol25 structures with the same formula, charge and spin: 27.9 kcal/mol
* max |F|: 5.1 eV Å⁻¹

ORCA input file:
```
! RIJCOSX wB97M-V def2-TZVPD def2/J DEFGRID3
* xyz 0 1
C 2.7849 0.2683 0.1631
C 1.3276 -0.0212 0.6468
C 0.4997 -0.4266 -0.5842
B -1.3733 0.0781 -0.2450
C -2.1906 -1.2937 -0.2228
C -1.5776 1.5364 0.2128
H 3.0237 -0.6013 -0.4006
H 3.5844 0.4897 0.8702
H 2.7131 1.0334 -0.6084
H 1.2472 -0.9680 1.2372
H 0.7391 0.7957 1.1338
H 0.6690 0.1258 -1.4260
H 0.5119 -1.5159 -0.7663
H -3.2258 -1.4787 0.2032
H -1.5889 -2.0742 0.3102
H -2.1563 -1.6326 -1.2629
H -1.0977 1.8073 1.1910
H -2.6940 1.7863 0.1749
H -1.1964 2.0912 -0.6270
*
```

Molecular formula: C2H3BrOS
Method: DFT, ωB97M-V/def2-TZVPD

* HOMO energy (alpha / beta): -8.72 / -8.72 eV
* orbital gap (alpha / beta): 7.9232 / 7.9250 eV
* energy above the lowest of the compared OMol25 structures with the same formula, charge and spin: 44.2 kcal/mol
* max |F|: 5.1 eV Å⁻¹

ORCA input file:
```
! RIJCOSX wB97M-V def2-TZVPD def2/J DEFGRID3
* xyz 0 1
C -0.4049 -0.1676 -0.0499
C 1.0261 -0.3930 -0.0254
O -2.3543 1.6660 -0.0234
S -0.9094 1.5159 0.1104
Br -1.5688 -1.6364 -0.0231
H 1.5535 -0.3063 0.9718
H 1.3654 -1.2923 -0.3819
H 1.2923 0.6137 -0.5785
*
```

Molecular formula: CH3NOP2S
Method: DFT, ωB97M-V/def2-TZVPD

* HOMO energy (alpha / beta): -8.62 / -8.62 eV
* orbital gap (alpha / beta): 7.7829 / 7.7835 eV
* energy above the lowest of the compared OMol25 structures with the same formula, charge and spin: 46.8 kcal/mol
* max |F|: 4.0 eV Å⁻¹

ORCA input file:
```
! RIJCOSX wB97M-V def2-TZVPD def2/J DEFGRID3
* xyz 0 1
C 1.8415 1.5263 0.2102
N 1.5930 2.8339 0.4171
O 0.0534 1.5419 1.9043
P 1.1221 0.3269 1.2308
P 0.2904 3.0584 1.3399
S -1.0265 4.3981 1.7891
H 2.5931 1.0937 -0.4852
H -1.2306 -0.6869 0.7739
H -1.7773 -1.3673 0.4825
*
```

Molecular formula: C6H12O
Method: DFT, ωB97M-V/def2-TZVPD

* HOMO energy: -9.67 eV
* orbital gap: 10.7055 eV
* energy above the lowest of the compared OMol25 structures with the same formula, charge and spin: 12.7 kcal/mol
* max |F|: 0.5 eV Å⁻¹

ORCA input file:
```
! RIJCOSX wB97M-V def2-TZVPD def2/J DEFGRID3
* xyz 0 1
C 1.0260 -1.2283 1.9765
C 0.7459 -1.2032 0.4755
C -0.2593 -0.1071 0.0672
C -1.5748 -0.6966 -0.4093
O -2.6072 -0.0794 -0.5208
C 0.3114 0.8298 -1.0235
C -0.5224 2.0818 -1.2916
H 1.7514 -2.0049 2.2381
H 1.4300 -0.2672 2.3150
H 0.1125 -1.4250 2.5483
H 1.6902 -1.0626 -0.0656
H 0.3738 -2.1895 0.1634
H -0.5058 0.5157 0.9396
H -1.5443 -1.7749 -0.6833
H 0.4466 0.2605 -1.9549
H 1.3193 1.1256 -0.7024
H -0.0871 2.6620 -2.1125
H -0.5508 2.7294 -0.4056
H -1.5553 1.8340 -1.5540
*
```

Molecular formula: C22H14Cl4CoN5O4S
Method: DFT, ωB97M-V/def2-TZVPD

* HOMO energy (alpha / beta): -3.57 / -3.53 eV
* orbital gap (alpha / beta): 5.7151 / 5.6842 eV
* energy above the lowest of the compared OMol25 structures with the same formula, charge and spin: 0.0 kcal/mol
* max |F|: 0.2 eV Å⁻¹

ORCA input file:
```
! RIJCOSX wB97M-V def2-TZVPD def2/J DEFGRID3
* xyz -1 2
Co -0.2022 -0.5926 0.7292
C 3.9490 -0.0901 -0.1012
C 2.4706 -0.3160 -0.1639
N 1.7292 -0.2206 0.8749
N 2.3541 0.0676 2.0687
C 1.6075 -0.0042 3.2346
N 2.3304 0.4510 4.2960
S 0.0814 -0.5773 3.3742
C 1.7819 -0.7043 -1.4243
C 2.4529 -1.1684 -2.5466
C 1.7017 -1.5979 -3.6327
C 0.3224 -1.5386 -3.5739
C -0.2697 -1.0386 -2.4189
N 0.4499 -0.6374 -1.3851
H 4.1652 0.9480 0.1671
H 4.4354 -0.2865 -1.0504
H 4.3855 -0.7291 0.6689
H 2.9310 0.8994 2.0268
H 1.8952 0.3265 5.1929
H 3.3344 0.3864 4.2605
H 3.5306 -1.2320 -2.5776
H 2.1983 -1.9872 -4.5125
H -0.2914 -1.8760 -4.3973
H -1.3426 -0.9437 -2.2988
Cl -4.5220 -5.3778 -0.9772
C -3.0850 -4.5362 -0.4859
C -1.8780 -5.2031 -0.4148
Cl -1.7741 -6.8885 -0.8193
C -0.7238 -4.5060 -0.0194
Cl 0.8180 -5.3052 0.0643
C -0.7695 -3.1582 0.3088
O 0.2689 -2.4546 0.6818
C -2.0193 -2.4601 0.2251
O -2.0088 -1.1885 0.5129
C -3.1511 -3.1688 -0.1691
Cl -4.6503 -2.3021 -0.2653
O -2.0995 1.1770 -1.2797
C -1.5941 1.8079 -0.3799
N -0.6810 1.3498 0.5627
C -0.1785 2.4105 1.2526
O 0.7529 2.4145 2.0500
C -0.9217 3.6552 0.8470
C -0.8312 4.9594 1.2828
C -1.6742 5.8955 0.6855
C -2.5608 5.5219 -0.3207
C -2.6299 4.2004 -0.7598
C -1.7993 3.2860 -0.1495
H -0.1334 5.2366 2.0629
H -1.6431 6.9303 1.0048
H -3.2032 6.2720 -0.7658
H -3.3087 3.8935 -1.5454
*
```

Molecular formula: C3H6S
Method: DFT, ωB97M-V/def2-TZVPD

* HOMO energy: -7.93 eV
* orbital gap: 8.1998 eV
* energy above the lowest of the compared OMol25 structures with the same formula, charge and spin: 70.4 kcal/mol
* max |F|: 6.3 eV Å⁻¹

ORCA input file:
```
! RIJCOSX wB97M-V def2-TZVPD def2/J DEFGRID3
* xyz 0 1
C -0.5685 -0.0777 0.9155
C 1.1042 0.8703 -0.2717
C -0.6172 -0.8308 -0.4327
S 1.1206 -0.8585 -0.9362
H -0.0213 -0.5463 1.6891
H -1.1397 0.7062 1.3140
H 0.4490 1.5173 -0.8808
H 1.8623 1.1507 0.3404
H -1.1478 -1.7522 -0.6021
H -1.0418 -0.1791 -1.1354
*
```